Record 1
55
Properties=species:S:1:pos:R:3:forces:R:3:mulliken_charge:R:1 method="wB97M-V/def2-TZVPD" multiplicity=1 max_force_ev_per_a=16.99 e_homo_ha=-0.3361 lumo_energy_ev=0.14 de_lowest_kcal_mol=392.45
C 6.200 4.048 0.551 7.2 -2.1 -1.1 -1.1393
C 6.203 2.717 -0.290 -6.5 5.9 -1.8 -0.5332
C 4.957 2.036 0.078 -6.1 -3.2 1.0 -0.4386
C 4.751 0.585 -0.668 1.6 -2.2 3.4 -1.0351
C 3.456 -0.323 -0.403 -0.5 10.0 7.2 0.2186
C 3.263 -1.550 -0.944 0.4 -2.6 -6.6 -0.3868
H 4.158 -2.154 -0.743 -0.1 -0.2 -0.7 0.3746
H 3.054 -1.320 -2.171 0.8 -1.4 2.8 0.1904
S 1.972 -2.554 -0.373 -1.1 0.1 3.8 0.3223
O 2.222 -2.531 1.166 -0.7 -0.4 -2.6 -0.6048
C 0.469 -1.290 -0.681 -1.7 -11.1 3.8 -2.1458
C -0.699 -2.257 -1.340 5.9 -6.7 8.7 -0.9248
H -0.282 -3.572 -1.501 -1.3 4.4 0.4 0.3295
H -1.031 -1.869 -2.103 -3.6 3.7 -8.1 0.6731
S -1.872 -2.357 -0.042 -1.8 -5.4 6.8 1.0018
O -2.892 -1.334 -0.060 -0.1 0.0 -1.2 -0.5342
O -2.334 -3.820 0.386 1.8 5.0 -2.7 -0.7198
C -0.792 -1.775 1.459 -0.8 3.5 -5.0 -0.8817
C 0.157 -0.659 0.487 -5.3 -0.2 5.7 -0.9374
H 0.860 -0.276 1.209 0.5 0.6 -0.6 0.8361
S -0.982 0.661 -0.258 -0.7 0.8 4.9 0.3890
O 0.028 1.680 -0.402 2.5 2.5 -2.4 -0.6858
C -1.603 1.437 1.476 -1.6 -4.9 2.0 -0.2127
C -2.211 2.765 1.336 5.2 0.0 -9.7 -1.5880
C -3.132 2.923 -0.251 -4.2 -7.8 14.5 -1.9835
C -4.231 1.823 0.141 -2.1 -2.3 -2.0 0.5226
C -5.362 1.805 -0.940 3.0 8.0 -0.1 -1.2075
C -6.139 3.440 -0.819 -1.4 -6.5 4.7 -1.0862
H -6.734 3.280 0.301 2.0 1.2 -3.0 0.1698
H -6.916 3.292 -1.477 -1.7 0.5 -1.8 0.4505
H -5.530 4.265 -0.943 1.1 1.5 -0.1 0.3932
H -6.092 1.118 -1.027 -2.3 -2.5 0.2 0.6366
H -4.855 2.015 -1.894 -0.2 -0.9 -0.1 0.2835
H -4.800 1.829 1.107 1.1 1.1 -0.3 0.3357
H -3.995 0.703 0.103 1.1 1.7 0.1 -0.0742
H -2.549 2.704 -0.888 7.6 -3.2 -8.7 0.9050
H -3.466 3.783 -0.280 -3.4 8.3 -0.3 0.8667
H -1.312 3.399 1.201 -0.5 0.4 -0.2 0.3703
H -2.653 3.127 2.086 -4.2 2.3 5.8 0.8582
H -2.500 0.765 1.813 1.8 0.6 -0.4 0.2821
H -0.714 1.265 2.315 -2.1 0.7 -2.5 0.3614
H -0.287 -2.467 2.000 2.1 -2.5 0.6 0.5807
H -1.427 -1.307 2.205 -0.5 0.5 -0.6 0.3887
H 0.814 -0.901 -1.411 4.3 6.2 -9.0 2.3159
H 2.459 0.550 -0.526 2.8 -2.8 0.3 -0.1312
H 3.613 -0.428 0.808 -1.1 0.0 -2.6 0.1900
H 4.768 0.698 -1.674 0.5 0.8 -3.3 0.4841
H 5.707 -0.140 -0.381 -2.2 1.8 -0.7 0.2952
H 3.939 2.639 -0.216 2.6 -1.0 0.4 0.1790
H 4.683 1.820 1.230 1.3 0.6 -2.2 0.2941
H 6.058 2.970 -1.409 0.8 -0.3 1.6 0.2350
H 6.958 2.164 -0.126 5.8 -3.8 1.0 0.5358
H 7.232 4.651 0.072 -2.9 -1.3 2.1 0.2611
H 6.258 3.790 1.638 0.4 0.5 -0.9 0.3053
H 5.401 4.604 0.372 -3.5 2.4 -0.9 0.4146

Record 2
60
Properties=species:S:1:pos:R:3:forces:R:3:mulliken_charge:R:1 method="wB97M-V/def2-TZVPD" multiplicity=1 max_force_ev_per_a=17.18 e_homo_ha=-0.2593 lumo_energy_ev=-0.01 de_lowest_kcal_mol=318.92
C -2.297 3.793 -1.433 -0.4 1.5 -0.1 -0.8982
C -2.802 2.548 -0.769 0.6 -1.6 0.0 0.2930
C -2.246 2.508 0.687 -1.7 2.9 -0.6 -1.1675
S -0.595 3.277 0.573 0.4 0.4 2.4 0.9731
O 0.287 2.099 0.529 0.9 7.0 2.1 -0.5113
O -0.450 4.332 1.642 -0.3 -2.4 -3.2 -0.7405
C -0.781 3.895 -1.174 -0.1 0.7 1.4 -0.6333
H -2.918 4.600 -1.045 0.7 0.6 0.5 0.3281
H -2.536 3.901 -2.492 0.3 -0.7 -0.2 0.4343
H -2.299 1.748 -1.312 -1.2 0.1 0.1 -0.3067
H -3.881 2.400 -0.806 0.1 0.2 0.0 0.5550
H -2.386 1.595 1.267 0.3 0.3 0.0 0.3812
H -2.758 3.331 1.187 -0.3 -0.1 0.5 0.5378
H -0.148 3.301 -1.833 -0.2 -0.3 0.2 0.3030
H -0.310 4.876 -1.107 -0.5 0.3 -0.3 0.5332
C 1.359 -1.014 3.117 7.6 1.8 9.3 -0.3938
C 1.499 0.401 2.561 0.9 -0.8 -0.3 0.1987
C 1.922 1.462 3.566 -0.9 -0.9 0.3 -0.8119
S 2.176 0.617 5.224 2.5 -1.4 -2.7 1.0874
O 1.546 1.453 6.205 -0.1 0.0 0.8 -0.6557
O 3.624 0.203 5.324 -3.1 1.1 0.1 -0.6705
C 1.222 -0.906 4.698 0.6 1.0 0.0 -0.9789
H 2.253 -1.599 2.902 0.4 0.1 0.2 0.2355
H 0.524 -1.575 2.698 4.7 -1.4 6.5 0.2691
H 0.603 0.691 2.013 0.1 0.2 0.9 -0.1696
H 2.296 0.381 1.818 0.1 -0.1 -0.2 0.3796
H 1.004 2.048 3.609 0.6 0.8 0.8 0.3177
H 2.802 1.992 3.201 -0.1 0.2 0.6 0.3796
H 0.223 -0.744 5.102 -0.5 0.5 -0.6 0.3562
H 1.528 -1.713 5.363 0.8 -0.2 -0.5 0.5170
C -1.477 -0.514 -1.132 -1.1 -0.6 -2.4 -0.1007
C -0.729 0.673 -0.644 0.0 -1.9 -0.4 1.6675
C 0.624 0.146 -0.225 0.3 -2.1 -0.6 -0.5131
S 0.328 -1.488 0.554 -0.3 0.4 -2.2 1.4308
O -0.107 -1.420 1.959 -11.4 -0.9 -12.9 -0.5779
O 1.403 -2.381 0.066 -1.5 1.4 3.5 -0.8210
C -1.228 -1.701 -0.299 -2.6 -1.0 2.1 -1.4342
H -1.251 -0.835 -2.149 0.5 0.8 -0.1 -0.2242
H -2.522 -0.234 -1.262 -0.4 -0.5 0.6 0.7248
H -1.239 1.185 0.172 0.5 -2.2 -1.2 -1.8332
H -0.699 1.333 -1.511 0.9 0.0 0.3 0.7820
H 1.232 0.767 0.433 0.3 -1.3 -1.3 1.3105
H 1.054 -0.184 -1.171 0.8 -0.1 0.2 -0.8236
H -1.995 -1.671 0.474 0.3 -0.5 0.5 0.4938
H -1.233 -2.666 -0.808 -1.5 0.5 1.0 0.8988
C 0.261 -3.251 -1.903 1.6 0.2 -1.8 -0.6330
C 1.725 -2.973 -2.338 0.3 -0.3 -1.3 -0.8111
C 1.682 -1.941 -3.482 -1.2 0.3 0.4 -0.5749
S 0.086 -2.217 -4.307 -0.1 0.7 -0.2 1.0916
O 0.416 -2.674 -5.663 -1.1 0.4 1.5 -0.7100
O -0.835 -1.095 -4.023 1.2 -0.7 -1.4 -0.6989
C -0.573 -3.486 -3.187 0.8 0.3 -0.1 -1.0075
H -0.096 -2.346 -1.410 1.4 -1.0 -2.3 -1.0148
H 0.225 -4.006 -1.118 -0.1 -0.3 -0.4 0.7894
H 2.181 -3.883 -2.727 0.1 -0.1 0.2 0.4368
H 2.323 -2.533 -1.540 0.0 -0.6 -0.5 0.4820
H 2.433 -1.918 -4.271 0.1 -0.3 0.3 0.5045
H 1.594 -0.960 -3.015 0.1 0.2 -0.3 0.1222
H -0.425 -4.406 -3.753 -0.1 -0.4 0.6 0.4387
H -1.619 -3.219 -3.038 0.0 -0.3 -0.3 0.4631

Record 3
66
Properties=species:S:1:pos:R:3:forces:R:3:mulliken_charge:R:1 method="wB97M-V/def2-TZVPD" smiles="NP(O)[C@H]1CCNC1=O.BrCCBr.BrCCBr.BrCCBr.BrCCBr.BrCCBr.BrCCBr" multiplicity=1 max_force_ev_per_a=3.99 e_homo_ha=-0.3238 lumo_energy_ev=0.09
N 1.549 -0.909 -2.863 -0.4 -1.2 -2.0 -0.6344
P 1.269 -2.678 -2.856 0.1 0.2 2.1 0.1082
O -0.327 -2.870 -2.287 1.1 0.4 -0.9 -0.4752
C 1.438 -3.186 -4.677 -0.2 -0.1 -0.5 0.2923
C 2.835 -3.973 -4.696 -0.1 -0.7 0.8 -0.7520
C 2.660 -5.273 -5.652 -1.1 1.2 0.4 -0.4345
N 1.207 -5.159 -6.073 -0.3 0.7 -1.0 -0.4363
C 0.360 -4.153 -5.357 0.1 -0.5 0.2 0.1431
O -0.875 -4.131 -5.385 4.0 0.2 0.0 -0.5256
H 2.574 -0.767 -2.891 -0.7 -0.2 0.4 0.3083
H 1.240 -0.618 -3.815 0.1 0.4 0.9 0.3007
H -0.328 -3.205 -1.360 0.3 0.4 -1.0 0.3207
H 1.602 -2.301 -5.374 -0.7 -0.9 0.8 0.3357
H 2.999 -4.426 -3.663 0.0 1.0 -1.2 0.3253
H 3.671 -3.237 -4.914 -0.9 -1.2 0.1 0.3564
H 3.235 -5.262 -6.638 -0.4 -0.1 1.7 0.2407
H 2.823 -6.239 -5.052 -0.2 1.5 -1.1 0.2404
H 1.344 -4.675 -6.983 -0.9 -0.8 0.3 0.3013
Br 0.115 2.440 -0.521 0.0 0.0 0.0 -0.1752
C -1.313 1.231 -1.074 -0.1 0.1 -0.1 -0.2926
C -1.903 0.504 0.108 -0.1 -0.3 -0.3 -0.1189
Br -0.732 -0.932 0.709 0.0 0.1 0.2 -0.1465
H -0.893 0.565 -1.826 0.0 0.0 0.2 0.2888
H -2.064 1.873 -1.538 0.1 -0.2 0.1 0.1304
H -2.836 0.013 -0.172 0.1 0.1 -0.1 0.4070
H -2.080 1.148 0.966 0.1 -0.1 -0.2 -0.1724
Br -3.299 -1.903 -10.090 -0.1 0.0 0.1 -0.1412
C -3.455 -2.479 -8.234 0.3 0.1 -0.1 -0.4888
C -3.550 -3.981 -8.132 -0.2 -0.1 0.3 -0.5307
Br -5.327 -4.613 -8.622 0.1 0.0 -0.1 -0.1374
H -4.316 -1.963 -7.812 0.1 -0.2 -0.1 0.3898
H -2.547 -2.119 -7.748 -0.1 -0.1 0.0 0.2666
H -3.407 -4.304 -7.100 0.0 0.1 -0.1 0.2555
H -2.839 -4.502 -8.773 -0.1 0.2 0.1 0.3893
Br -4.601 2.541 -1.220 -0.3 0.2 0.0 -0.1735
C -3.907 3.894 0.002 0.2 -0.2 0.0 -0.3485
C -4.347 3.630 1.421 -0.1 0.2 0.1 -0.3395
Br -6.208 4.143 1.691 0.1 -0.1 0.0 -0.1374
H -4.231 4.862 -0.378 0.0 -0.1 0.1 0.4955
H -2.820 3.821 -0.082 -0.1 0.0 0.1 0.1307
H -3.778 4.245 2.120 0.0 -0.1 -0.1 0.0809
H -4.260 2.583 1.712 0.0 0.1 -0.1 0.3137
Br -1.821 1.388 3.530 0.0 0.1 0.2 -0.1630
C -0.640 2.921 3.293 0.2 -0.2 0.1 -0.4551
C -0.585 3.768 4.538 0.0 0.2 -0.1 -0.3866
Br -2.190 4.859 4.723 0.0 -0.1 0.0 -0.1639
H -0.995 3.463 2.417 0.0 0.0 0.1 0.3297
H 0.340 2.492 3.076 -0.1 0.1 0.1 0.3026
H 0.239 4.481 4.480 -0.1 -0.1 0.0 0.1445
H -0.490 3.184 5.453 0.0 0.0 -0.2 0.4035
Br 2.822 1.754 5.041 -0.1 0.1 -0.2 -0.1224
C 4.014 3.279 4.804 0.2 -0.2 0.1 -0.6169
C 4.078 4.124 6.052 0.0 0.3 0.0 -0.2520
Br 2.480 5.222 6.242 0.0 -0.1 0.1 -0.1197
H 3.660 3.826 3.930 0.0 0.0 0.2 0.3942
H 4.990 2.845 4.584 -0.1 0.1 0.1 0.3786
H 4.906 4.832 5.993 -0.1 -0.1 -0.1 0.3346
H 4.172 3.537 6.965 -0.1 0.0 -0.2 0.0537
Br 3.180 -2.046 10.186 -0.1 0.1 0.0 -0.1458
C 2.030 -0.841 9.174 0.0 -0.3 0.0 -0.5956
C 2.811 -0.088 8.126 -0.1 0.2 0.0 -0.4264
Br 3.854 1.353 8.920 0.0 -0.1 0.0 -0.1132
H 1.538 -0.190 9.896 0.1 0.0 -0.1 0.3872
H 1.285 -1.486 8.707 0.1 0.1 0.0 0.3671
H 2.136 0.403 7.424 0.0 -0.1 0.1 0.0909
H 3.507 -0.717 7.573 -0.1 0.0 0.1 0.4135

Record 4
53
Properties=species:S:1:pos:R:3:forces:R:3:mulliken_spin:R:1 method="wB97M-V/def2-TZVPD" multiplicity=4 total_charge=+2 max_force_ev_per_a=7.29 e_homo_ha="-0.5277 / -0.5714" lumo_energy_ev="-8.76 / -9.81" s2=3.83 de_lowest_kcal_mol=134.60
P -2.768 0.575 -1.705 -0.4 -0.4 -0.6 0.6471
P 1.187 -3.248 -1.271 -0.4 -2.2 -2.6 0.6396
C -1.514 -2.363 -2.150 -1.2 0.0 -1.0 -0.0415
C -0.553 -3.514 -1.873 -1.4 0.1 2.0 0.1034
H -2.411 -2.777 -2.658 0.6 -0.1 0.3 0.0086
H -1.944 -1.896 -1.269 0.5 -0.3 0.3 0.0216
H -1.016 -4.166 -1.078 0.5 0.6 -0.5 -0.0024
H -0.571 -4.117 -2.770 0.8 -0.4 0.0 0.0168
C 2.235 -3.074 -2.770 0.5 1.0 0.5 0.0708
H 3.266 -3.350 -2.534 -0.1 0.0 0.1 -0.0031
H 2.247 -2.030 -3.086 0.1 -0.1 0.1 -0.0068
H 1.890 -3.691 -3.605 -0.2 -0.2 0.4 0.0225
C 1.615 -4.917 -0.751 0.2 0.1 1.6 0.0692
H 1.628 -5.640 -1.567 -0.1 0.3 -0.3 0.0351
H 0.905 -5.253 0.011 0.1 0.0 -0.1 -0.0035
H 2.599 -4.907 -0.278 0.0 -0.1 -0.1 0.0007
C -3.927 1.542 -2.718 -0.4 0.1 0.0 0.0227
H -4.446 2.228 -2.020 0.1 -0.3 -0.4 0.0086
H -4.667 0.837 -3.155 0.2 0.6 0.4 0.0129
H -3.489 2.130 -3.520 0.1 0.1 0.1 0.0054
C -4.044 -0.321 -0.777 0.5 -0.3 0.1 0.0319
H -3.589 -1.050 -0.117 0.0 -0.2 0.2 -0.0006
H -4.735 -0.827 -1.448 -0.2 0.0 -0.1 0.0195
H -4.583 0.400 -0.166 -0.2 0.1 0.0 0.0063
Re -0.701 -0.790 -3.443 1.3 1.7 7.0 0.6590
C -0.422 -2.651 -4.608 1.4 -1.5 -2.2 0.2913
C 0.443 -1.554 -4.956 0.8 -0.9 -1.8 0.0487
C 0.298 -0.820 -6.275 0.2 0.3 -0.1 0.0620
C -0.950 0.050 -6.308 0.4 0.3 -0.4 -0.0048
C -1.640 0.262 -4.953 -1.2 0.2 -0.8 -0.0305
C -2.494 -0.771 -4.344 -1.0 -0.2 -2.4 0.0478
C -2.807 -2.030 -5.119 -0.6 -0.7 0.0 0.0419
C -1.639 -2.975 -5.413 -1.0 -0.3 0.6 -0.0039
C -0.315 1.345 -2.898 0.3 1.3 0.2 0.2771
H 0.122 -3.594 -4.380 -0.5 1.1 0.5 -0.0044
H 1.486 -1.862 -4.901 0.0 0.3 0.8 -0.0039
H 0.335 -1.509 -7.131 -0.1 -0.1 0.3 0.0009
H 1.197 -0.199 -6.371 -0.3 0.0 0.0 -0.0093
H -0.596 0.998 -6.679 -0.3 0.6 0.0 -0.0043
H -1.630 -0.315 -7.081 -0.4 0.0 0.3 0.0001
H -2.068 1.261 -4.861 0.4 -0.2 0.2 -0.0110
H -3.432 -0.401 -3.980 0.0 0.2 0.5 -0.0352
H -3.281 -1.734 -6.060 -0.2 0.0 0.2 0.0020
H -3.526 -2.617 -4.535 -0.1 0.3 -0.3 -0.0026
H -1.965 -3.973 -5.119 0.0 -0.1 0.0 0.0000
H -1.485 -3.069 -6.493 0.6 0.3 0.1 0.0203
H -0.684 1.625 -1.886 0.5 -0.1 -1.0 -0.0097
H -0.583 2.155 -3.584 0.0 -0.5 0.0 -0.0006
H 0.765 1.268 -2.821 0.3 0.0 -0.3 0.0283
Cl 1.818 -0.008 -1.045 0.4 -0.2 -0.2 -0.0118
C 0.120 -0.497 -1.076 -0.3 0.0 -0.4 -0.0577
H 0.091 -1.352 -0.356 -0.5 0.4 -0.8 0.0004
H -0.429 0.329 -0.603 0.0 -0.5 -0.3 0.0251

> Among the records above, which one has the highest multiplicity?

C16H33ClP2Re